P | ORCA calculation (ωB97M-V with the def2-TZVPD basis set) on one molecule with the formula C8H14OS.

Output
- Total charge: 0
- HOMO: -0.2825 Eh
- 2S+1: 1
- SMILES: C=S1(=C)CCOC(C)=C1C
- Frontier orbital gap: 0.31063 hartree

Each line ends with the Löwdin charge.
Geometry (Å):
C 2.02268 0.54433 1.49600  -0.282
S 1.33467 -0.00949 0.04375  0.901
C 2.22318 -0.97694 -1.01764  -0.327
C 0.74425 1.59477 -0.73178  -0.259
C -0.27894 2.19004 0.12811  -0.171
O -1.43567 1.28696 0.06833  -0.090
C -1.39391 -0.04854 -0.00090  -0.315
C -2.86865 -0.39783 0.15954  0.008
C -0.27784 -0.82893 -0.08564  -0.338
C -0.12755 -2.27058 0.00627  -0.124
H 2.88789 -0.01022 1.67047  -0.037
H 1.36625 0.61524 2.38898  0.020
H 2.99835 -0.38496 -1.54035  0.006
H 1.38004 -1.15364 -1.83737  0.064
H 0.50478 1.29099 -1.78397  0.130
H 1.52829 2.22433 -0.77488  0.058
H 0.12353 2.41648 1.17003  0.142
H -0.75179 3.08088 -0.31206  0.136
H -3.35800 -1.19735 -0.35227  0.069
H -3.36472 0.51871 -0.17476  0.082
H -3.11992 -0.34646 1.28171  0.123
H -0.09284 -2.75827 0.97882  0.089
H 0.85723 -2.50087 -0.32720  0.023
H -0.90130 -2.87866 -0.45320  0.091



Q | ORCA calculation (ωB97M-V with the def2-TZVPD basis set) on one molecule with the formula C8H14OS.

Output
- Total charge: 0
- HOMO: -0.2485 Eh
- 2S+1: 1
- Frontier orbital gap: 0.16736 hartree

Each line ends with the Löwdin charge.
Geometry (Å):
C 0.30316 -1.30258 0.61006  -0.185
C -0.75380 -2.11051 0.72201  0.077
C 0.52251 -0.32769 -0.63599  -0.172
C 0.16656 1.18232 -0.62258  -0.943
C 1.56614 -1.44174 1.45462  -0.058
C 0.71927 1.77150 0.68385  -0.131
C 0.84614 2.08029 -1.82855  -0.109
C -3.00825 -1.51253 0.23680  0.007
O -1.94062 -2.48370 0.46670  0.009
S -1.58926 1.37802 -0.74462  0.516
H 1.65539 -0.39281 -0.92019  0.140
H 0.07545 -0.87966 -1.44540  0.094
H 2.36928 -0.67602 1.43886  0.085
H 2.06328 -2.39056 1.39493  0.073
H 1.07836 -1.35226 2.45817  0.098
H 1.57756 1.18451 0.94220  0.046
H -0.11828 1.69427 1.36904  0.054
H 0.95206 2.80945 0.60680  0.063
H 1.69828 1.50743 -2.27153  0.060
H 1.29669 3.04931 -1.61316  0.059
H 0.16799 2.21097 -2.70760  0.055
H -3.58116 -1.20584 1.06503  0.087
H -3.59862 -2.13094 -0.46126  0.115
H -2.46814 -0.66124 -0.19820  -0.040



Which is the most stable structure? Q is the most stable.



P | ORCA calculation (ωB97M-V with the def2-TZVPD basis set) on C34H34As2O6PbS2 as an isolated structure.

Output
- Total charge: 0
- HOMO: -0.2822 Eh
- 2S+1: 1
- Frontier orbital gap: 0.29404 hartree

Each line ends with the Löwdin charge.
Geometry (Å):
Pb -0.22175 -0.64178 -0.44434  0.898
C -0.36022 0.25097 3.80754  -0.427
C -1.78484 0.75371 3.67987  -0.175
C -2.58026 -0.27624 3.38666  -0.163
C -1.77004 -1.53221 3.35043  -0.183
C -0.48728 -1.24983 3.59868  -0.185
C 0.68086 -2.17540 3.71090  -0.019
C -2.36806 -2.87657 3.08533  -0.027
C -4.05551 -0.21478 3.11319  -0.024
C -2.09307 2.20969 3.75470  -0.004
C 0.29809 0.61484 5.12669  -0.004
H 1.56486 -1.76808 3.21830  0.060
H 0.46311 -3.14114 3.25635  0.075
H 0.93931 -2.36087 4.75841  0.089
H -2.96227 -3.21829 3.93699  0.092
H -1.60054 -3.62347 2.89073  0.070
H -3.03192 -2.84673 2.21893  0.078
H -4.62569 -0.05115 4.03008  0.088
H -4.41812 -1.13708 2.66146  0.066
H -4.28727 0.60341 2.42986  0.080
H -1.85564 2.61964 4.74111  0.086
H -3.14750 2.40163 3.55582  0.079
H -1.49858 2.75664 3.01777  0.075
H -0.32481 0.24471 5.94176  0.110
H 0.39334 1.69793 5.22384  0.081
H 1.28747 0.16341 5.21893  0.080
S -0.87530 -1.79226 -2.67439  0.408
C 0.43423 -1.56235 -3.85091  -0.683
C 0.12646 -1.86434 -5.18441  -0.134
C 1.08348 -1.78618 -6.17784  -0.086
C 2.38734 -1.41175 -5.87057  -0.088
C 2.70497 -1.11303 -4.55969  -0.118
C 1.74130 -1.17160 -3.55206  -0.401
As 2.27475 -0.70975 -1.74557  1.246
C 3.78662 -1.91632 -1.55658  -0.360
C 3.49324 -3.25486 -1.30526  -0.107
C 4.51134 -4.19017 -1.21629  -0.083
C 5.83298 -3.79110 -1.36753  -0.087
C 6.12880 -2.45913 -1.61587  -0.080
C 5.10895 -1.52045 -1.71388  -0.100
C 3.09849 1.02798 -1.95654  -0.376
C 2.76538 1.84733 -3.03040  -0.110
C 3.28038 3.13259 -3.10668  -0.077
C 4.12135 3.60810 -2.11002  -0.081
C 4.44788 2.79627 -1.03427  -0.075
C 3.93287 1.51076 -0.95311  -0.125
H -0.88378 -2.17030 -5.42381  0.093
H 0.81380 -2.02545 -7.19901  0.103
H 3.14378 -1.35230 -6.64181  0.101
H 3.71842 -0.82197 -4.30712  0.104
H 2.46097 -3.56816 -1.18984  0.103
H 4.27523 -5.23037 -1.03173  0.104
H 6.63097 -4.51854 -1.29141  0.102
H 7.15802 -2.14648 -1.73897  0.104
H 5.35013 -0.48733 -1.92442  0.094
H 2.09125 1.48812 -3.79677  0.104
H 3.01474 3.76658 -3.94297  0.105
H 4.51610 4.61443 -2.16584  0.103
H 5.09536 3.16801 -0.25048  0.106
H 4.16970 0.88898 -0.09828  0.097
O -1.66985 2.63791 0.05960  -0.382
As -0.58527 2.85150 -1.37336  1.134
O 0.68843 3.83196 -0.46033  -0.304
O 0.09111 1.30656 -1.41309  -0.859
C 0.63358 4.19394 0.83788  -0.322
C 0.04569 5.41082 1.17663  -0.012
C 0.04482 5.88473 2.47718  -0.086
C 0.66091 5.14689 3.47712  -0.092
C 1.25921 3.93715 3.16090  -0.049
C 1.22745 3.45371 1.85912  -0.233
S 1.91950 1.04917 2.59094  0.912
O 1.82350 2.24294 1.49259  -0.230
O 0.32338 0.88561 2.67715  -0.295
O 2.44467 -0.04510 1.80384  -0.420
H -2.54171 3.00324 -0.12171  0.015
H -0.41757 5.97531 0.37717  0.119
H -0.42603 6.83127 2.70850  0.102
H 0.68385 5.50794 4.49683  0.102
H 1.76361 3.37024 3.93215  0.098



Q | ORCA calculation (ωB97M-V with the def2-TZVPD basis set) on C34H34As2O6PbS2 as an isolated structure.

Output
- Total charge: 0
- HOMO (alpha / beta): -0.2939 / -0.2905 Eh
- 2S+1: 1
- Frontier orbital gap (alpha / beta): 0.19690 / 0.24547 hartree

Each line ends with the Löwdin charge.
Geometry (Å):
Pb -0.36372 -1.77294 1.13584  1.306
C 2.85491 -1.39980 2.04510  -0.236
C 2.78960 -2.39752 1.11964  -0.255
C 2.22443 -3.57781 1.78780  -0.211
C 1.94205 -3.25191 3.12686  -0.263
C 2.32274 -1.92504 3.31142  -0.205
C 2.20928 -1.12223 4.55428  -0.020
C 1.31535 -4.14598 4.15209  -0.032
C 2.00379 -4.88904 1.12848  -0.015
C 3.23728 -2.38698 -0.30429  -0.026
C 3.42930 -0.03074 1.91653  -0.027
H 1.29613 -0.51719 4.55321  0.057
H 3.04518 -0.42764 4.65360  0.084
H 2.17875 -1.75614 5.44034  0.077
H 0.22784 -4.03741 4.18715  0.085
H 1.69189 -3.92954 5.15302  0.072
H 1.52507 -5.19690 3.95261  0.070
H 1.15000 -4.83458 0.44438  0.061
H 1.77968 -5.67204 1.85091  0.078
H 2.88198 -5.18968 0.55217  0.089
H 2.39424 -2.51479 -0.98829  0.066
H 3.95298 -3.19062 -0.49829  0.083
H 3.72564 -1.44656 -0.55826  0.072
H 4.30567 0.08749 2.56097  0.092
H 2.71320 0.74127 2.21070  0.068
H 3.73922 0.18335 0.89555  0.062
S -0.57306 0.97786 2.84773  0.691
C -1.66692 1.93037 1.94461  -0.724
C -2.84487 2.42321 2.54475  -0.089
C -3.73383 3.18181 1.81797  -0.058
C -3.46143 3.46136 0.48199  -0.036
C -2.30634 2.98284 -0.13167  -0.079
C -1.40345 2.22415 0.58244  -0.400
As 0.12563 1.25751 -0.16513  1.280
C 1.59917 2.47581 0.22294  -0.407
C 1.60489 3.35924 1.29408  -0.118
C 2.73767 4.11497 1.56801  -0.077
C 3.86419 3.99484 0.76777  -0.082
C 3.85800 3.11897 -0.31050  -0.080
C 2.73207 2.35604 -0.57724  -0.135
C -0.27375 2.61690 -2.69653  -0.360
C 0.15300 3.89844 -2.36281  -0.036
C -0.14939 4.95880 -3.20851  -0.084
C -0.86137 4.75691 -4.37934  -0.105
C -1.27729 3.47328 -4.70807  -0.085
C -0.98757 2.40696 -3.87357  -0.016
H -3.02703 2.17304 3.58176  0.103
H -4.64441 3.54493 2.27453  0.111
H -4.16360 4.04368 -0.10030  0.117
H -2.15345 3.19486 -1.17950  0.103
H 0.72518 3.46844 1.91754  0.085
H 2.73498 4.80160 2.40502  0.104
H 4.74575 4.58626 0.97934  0.102
H 4.73247 3.02893 -0.94242  0.106
H 2.73161 1.67405 -1.42091  0.111
H 0.70217 4.07794 -1.45157  0.098
H 0.18067 5.95468 -2.93970  0.103
H -1.09009 5.59133 -5.02904  0.097
H -1.83632 3.29863 -5.61860  0.102
H -1.30877 1.39937 -4.10344  0.119
O -0.59640 -4.57748 -2.29438  -0.224
As -1.20034 -3.35373 -1.19960  0.879
O -0.10003 -2.07100 -1.11602  -0.595
O -1.19896 -3.91795 0.36557  -0.552
C -2.84330 -2.88681 -2.06963  -0.254
C -3.38445 -3.81237 -2.95234  -0.087
C -4.58990 -3.54633 -3.58961  -0.072
C -5.25322 -2.35597 -3.34019  -0.062
C -4.70678 -1.42708 -2.46383  -0.068
C -3.50994 -1.68649 -1.82235  -0.313
S -2.85466 -0.37380 -0.73193  0.749
O -0.01916 1.50115 -1.94613  -0.323
O -4.04743 0.41561 -0.40144  -0.450
O -2.44968 -1.27734 0.46753  -0.692
H -0.00394 -5.18011 -1.82810  0.050
H -2.86570 -4.74097 -3.14832  0.100
H -5.00440 -4.27463 -4.27377  0.105
H -6.19747 -2.14722 -3.82630  0.107
H -5.21125 -0.49452 -2.24432  0.104



Which is the most stable structure? P is the most stable.



P | ORCA calculation (ωB97M-V with the def2-TZVPD basis set) on one molecule with the formula C2H3ClO2S.

Output
- Total charge: 0
- HOMO: -0.3728 Eh
- 2S+1: 1
- Frontier orbital gap: 0.38858 hartree

Each line ends with the Löwdin charge.
Geometry (Å):
C 0.67902 0.06643 -0.87808  -0.234
C -0.26419 0.66987 0.15642  -1.031
O -0.50556 -1.84599 0.75709  -0.536
O 0.01036 0.50391 1.47843  -0.108
S -0.78383 -1.00109 -0.49632  1.012
Cl -1.31024 2.12879 -0.16682  0.602
H 0.80948 0.35554 -1.91773  0.086
H 1.64047 -0.31689 -0.47242  0.114
H -0.27550 -0.56056 1.53942  0.096



Q | ORCA calculation (ωB97M-V with the def2-TZVPD basis set) on one molecule with the formula C2H3ClO2S.

Output
- Total charge: 0
- HOMO: -0.3315 Eh
- 2S+1: 1
- Frontier orbital gap: 0.33965 hartree

Each line ends with the Löwdin charge.
Geometry (Å):
C 0.37701 -0.60367 1.21784  -0.584
C 0.65661 0.42640 -0.20497  -0.542
O 0.75464 -0.76103 3.84070  -0.555
O -0.35911 -1.74585 1.04861  -0.019
S 1.05456 -0.03391 2.61723  0.889
Cl 1.59483 1.83596 0.32717  0.494
H -0.35891 0.93106 -0.43871  0.081
H 1.35787 -0.11858 -0.98810  0.104
H -1.00491 -1.70623 0.30110  0.131



Which is the most stable structure? P is the most stable.



P | ORCA calculation (ωB97M-V with the def2-TZVPD basis set) on one molecule with the formula H3INP.

Output
- Total charge: 0
- HOMO: -0.3169 Eh
- 2S+1: 1
- Frontier orbital gap: 0.30310 hartree

Each line ends with the Löwdin charge.
Geometry (Å):
N -0.89385 -1.03013 -0.07099  -0.877
P 0.43899 -0.12144 -0.02039  0.458
I -2.41873 0.42818 0.07265  0.562
H 1.89792 -0.84885 0.05147  0.045
H 0.66496 0.81203 -1.01292  -0.074
H 0.31071 0.76022 0.98019  -0.114



Q | ORCA calculation (ωB97M-V with the def2-TZVPD basis set) on a 2-piece molecular cluster, H3INP overall.

Output
- Total charge: 0
- HOMO (alpha / beta): -0.3488 / -0.3185 Eh
- 2S+1: 1
- Frontier orbital gap (alpha / beta): 0.30861 / 0.26903 hartree

Each line ends with the Löwdin charge.
Geometry (Å):
N -1.26432 -0.61562 0.60384  -0.591
P 0.80131 1.60540 -0.34425  0.593
I -1.74279 -1.63814 -1.00441  0.668
H -0.73002 -1.22575 1.18835  -0.116
H 1.91367 1.53104 0.44203  -0.277
H 1.02215 0.34308 -0.88556  -0.276



Which is the most stable structure? P is the most stable.